Below is a cluster of 2 separate species, C4H6NOPS in total in a non-equilibrium geometry, with properties calculated with the ωB97M-V functional and the def2-TZVPD basis.

Computed properties:
- E: -27904.1424 eV
- Orbital gap: 8.1412 eV
- Spin multiplicity: 1
- Energy above the lowest of the compared OMol25 structures with the same formula, charge and spin: 51.01 kcal per mole

Positions of all 14 atoms, in Å:
S  -0.434  -2.433  -0.019
P  -3.504  0.212  -0.174
O  -2.855  1.717  0.046
N  -0.192  0.096  0.173
C  1.052  -0.375  0.215
C  1.202  -1.742  0.094
C  2.059  0.694  0.280
C  -1.114  -0.811  0.057
H  -3.529  0.118  -1.637
H  1.530  1.647  0.399
H  -2.022  1.878  -0.271
H  2.070  -2.319  0.339
H  2.881  0.606  1.101
H  2.856  0.711  -0.602